Entry 1
Computed, not measured: a 4-piece molecular cluster, C2H12N2O3 overall, with ωB97M-V/def2-TZVPD.

Last columns: bonded neighbours and bond lengths (Å).
Cartesian coordinates (Å):
1 H -1.250 2.102 0.829  N2 1.012
2 N -0.381 1.617 1.013  H1 1.012, C3 1.266
3 C 0.238 1.380 -0.065  N2 1.266, N4 1.354, H6 1.096
4 N 1.430 0.739 -0.084  C3 1.354, C5 1.461, H7 1.002
5 C 2.090 0.408 -1.344  N4 1.461, H8 1.094, H9 1.079, H10 1.093
6 H -0.177 1.718 -1.022  C3 1.096
7 H 1.905 0.794 0.797  N4 1.002
8 H 2.603 -0.552 -1.236  C5 1.094
9 H 1.325 0.397 -2.104  C5 1.079
10 H 2.857 1.145 -1.594  C5 1.093
11 O -0.787 -1.796 0.197  H12 0.965, H13 0.976
12 H -1.649 -2.224 0.134  O11 0.965
13 H -0.671 -1.665 1.157  O11 0.976
14 O -1.715 -0.873 -2.355  H15 0.963, H16 0.971
15 H -0.969 -1.346 -2.739  O14 0.963
16 H -1.454 -0.823 -1.422  O14 0.971
17 O -0.455 -0.615 2.764  H18 0.981, H19 0.964
18 H -0.443 0.240 2.282  O17 0.981
19 H 0.474 -0.805 2.939  O17 0.964

Charge   0
LUMO energy   0.77 eV

These are the Mulliken partial charges, in e, on atoms 1 to 6: number 1, H, carries 0.19; number 2, N, carries -0.78; number 3, C, carries 0.02; number 4, N, carries -0.12; number 5, C, carries -0.78; number 6, H, carries 0.42



Entry 2
Computed, not measured: a 4-piece molecular cluster, C2H12N2O3 overall, with ωB97M-V/def2-TZVPD.

Last columns: bonded neighbours and bond lengths (Å).
Cartesian coordinates (Å):
1 N -0.220 0.686 2.403  C2 1.416, H5 1.014, H6 1.007
2 C -0.016 1.178 1.092  N1 1.416, C3 1.354, H7 1.074
3 C -1.093 1.134 0.273  C2 1.354, N4 1.420, H8 1.079
4 N -0.955 1.089 -1.140  C3 1.420, H9 1.004, H10 1.005
5 H 0.249 1.185 3.152  N1 1.014
6 H -1.161 0.566 2.740  N1 1.007
7 H 0.902 1.614 0.744  C2 1.074
8 H -2.074 1.024 0.708  C3 1.079
9 H -1.838 0.916 -1.584  N4 1.004
10 H -0.242 1.621 -1.609  N4 1.005
11 O 2.813 0.289 -0.149  H12 0.948, H13 0.967
12 H 3.111 0.802 0.589  O11 0.948
13 H 3.095 0.803 -0.917  O11 0.967
14 O -1.196 -2.097 -2.400  H15 0.976, H16 0.975
15 H -1.305 -1.155 -2.628  O14 0.976
16 H -0.856 -2.036 -1.488  O14 0.975
17 O 0.041 -2.803 -0.026  H18 0.946, H19 0.947
18 H -0.237 -1.995 0.380  O17 0.946
19 H 0.981 -2.822 -0.138  O17 0.947

Charge   0
LUMO energy   0.48 eV

These are the Mulliken partial charges, in e, on atoms 1 to 6: number 1, N, carries -0.51; number 2, C, carries 0.03; number 3, C, carries -0.38; number 4, N, carries -0.41; number 5, H, carries 0.19; number 6, H, carries 0.20



Taking the most stable structure as the zero point, the relative energies in kcal/mol are entry 1 0.0; entry 2 34.4.